(1)
89
Properties=species:S:1:pos:R:3:forces:R:3:mulliken_charge:R:1 method="wB97M-V/def2-TZVPD" lumo_ev=-0.218 homo_energy_ev=-6.315 gap_ev=6.096 largest_force_ha_per_bohr=0.0180 energy_ev=-129987.5138 spin_multiplicity=1
Sr 0.299 0.651 0.468 0.57 -0.18 -0.71 2.34
C -3.884 -1.298 0.723 -0.05 -0.02 0.04 -1.39
C -2.732 -0.437 1.204 0.13 -0.01 0.06 0.06
O -1.618 -0.597 0.565 -0.67 -0.17 0.00 -0.24
C -2.956 0.440 2.238 -0.05 0.02 0.05 -0.80
C -2.059 1.419 2.800 -0.01 -0.05 -0.02 0.12
C -2.530 2.161 4.023 0.00 0.01 0.03 -1.34
N -0.891 1.662 2.289 -0.09 0.23 0.32 0.34
N -0.090 2.580 2.992 -0.03 -0.02 0.00 -0.53
C 0.978 2.942 2.326 -0.07 0.13 0.25 0.60
O 1.312 2.617 1.122 0.09 0.39 0.38 -1.30
C 1.920 3.828 3.090 -0.04 0.10 -0.13 0.38
C 1.549 4.439 4.286 0.02 -0.03 0.02 -0.25
C 2.442 5.255 4.963 -0.01 -0.01 -0.01 -0.67
C 3.720 5.466 4.457 0.00 0.00 0.00 -0.37
C 4.095 4.861 3.267 -0.01 0.00 -0.01 -0.58
C 3.196 4.053 2.583 0.00 0.04 -0.01 -0.38
H -3.495 -2.105 0.101 -0.01 -0.01 0.01 0.21
H -4.573 -0.698 0.123 0.03 0.00 -0.03 0.22
H -4.455 -1.720 1.550 0.00 0.03 0.00 0.47
H -3.946 0.420 2.675 0.00 -0.02 -0.01 0.23
H -3.566 1.917 4.251 0.00 -0.01 0.00 0.40
H -2.429 3.238 3.884 0.00 0.00 -0.01 0.24
H -1.901 1.905 4.877 0.00 0.00 -0.01 0.28
H 0.557 4.256 4.674 0.00 0.00 0.00 0.44
H 2.143 5.728 5.890 0.00 0.00 0.00 0.38
H 4.418 6.101 4.990 0.00 0.00 0.00 0.38
H 5.089 5.021 2.867 0.00 0.00 0.00 0.39
H 3.466 3.587 1.645 0.00 -0.01 0.01 0.35
C 3.913 -4.928 1.083 0.02 0.00 -0.01 -0.95
C 2.690 -5.148 1.962 0.01 -0.01 0.00 -0.34
C 1.783 -3.927 2.033 -0.02 0.00 -0.03 -1.01
N 1.132 -3.652 0.754 0.03 -0.14 -0.15 0.06
C 1.381 -2.630 -0.051 -0.25 0.26 0.01 0.37
S 2.491 -1.410 0.320 0.17 -0.17 -0.14 -0.34
N 0.639 -2.502 -1.214 0.07 -0.27 0.03 0.67
C -0.266 -3.355 -1.867 0.03 0.00 -0.01 0.26
O -1.154 -2.870 -2.525 -0.01 -0.14 0.05 -0.40
C -0.042 -4.832 -1.835 0.06 0.08 0.17 -0.47
C -1.140 -5.666 -1.653 0.00 -0.03 0.04 -0.22
C -0.965 -7.042 -1.656 -0.01 0.03 -0.01 -0.67
C 0.296 -7.580 -1.873 0.03 0.00 -0.02 -0.43
C 1.387 -6.746 -2.089 -0.02 -0.05 0.01 -0.79
C 1.220 -5.372 -2.063 0.02 0.09 0.13 0.32
H 4.546 -5.816 1.062 -0.02 0.01 0.00 0.37
H 4.511 -4.092 1.449 0.00 -0.01 0.01 0.30
H 3.630 -4.697 0.055 -0.03 0.00 -0.03 0.13
H 3.000 -5.392 2.981 -0.01 0.01 0.00 0.34
H 2.111 -6.006 1.603 0.01 0.00 -0.01 0.27
H 2.343 -3.038 2.314 0.00 0.00 -0.01 0.40
H 0.991 -4.072 2.768 -0.01 -0.02 0.01 0.39
H 0.412 -4.302 0.485 -0.09 -0.07 -0.09 0.20
H 0.578 -1.550 -1.566 0.07 0.02 -0.03 -0.57
H -2.119 -5.227 -1.508 0.00 -0.01 0.00 0.46
H -1.813 -7.694 -1.498 0.00 0.00 0.00 0.42
H 0.430 -8.654 -1.884 0.00 0.00 0.00 0.41
H 2.366 -7.167 -2.276 -0.01 0.00 0.00 0.44
H 2.064 -4.713 -2.230 0.03 0.01 0.02 0.48
C -1.925 4.936 1.218 -0.01 0.05 -0.07 -0.84
N -1.425 4.813 -0.142 0.06 -0.03 0.05 0.32
C -0.387 5.552 -0.669 -0.05 0.04 0.04 -0.44
C -0.256 5.190 -1.958 -0.03 -0.02 -0.05 -0.61
N -1.214 4.222 -2.205 0.08 -0.05 -0.01 0.25
C -1.455 3.605 -3.493 -0.02 0.02 0.05 -0.96
C -1.918 3.967 -1.074 -0.14 0.03 -0.03 -0.08
Se -3.280 2.741 -0.832 0.06 0.01 -0.02 -0.27
H -1.733 5.952 1.559 0.00 0.00 0.00 0.36
H -1.429 4.228 1.874 0.07 -0.11 0.09 0.09
H -2.995 4.741 1.210 0.00 -0.01 0.01 0.38
H 0.161 6.261 -0.075 0.01 -0.01 -0.01 0.46
H 0.424 5.526 -2.720 0.00 -0.01 0.01 0.49
H -1.525 4.379 -4.257 0.00 -0.01 0.00 0.42
H -2.395 3.062 -3.430 -0.01 -0.01 0.00 0.26
H -0.657 2.911 -3.743 0.08 -0.09 -0.02 0.24
C -2.857 -0.721 -4.255 0.00 0.00 0.00 -1.40
C -1.558 -0.249 -3.701 -0.04 0.11 0.05 0.15
C -0.315 -0.053 -4.283 -0.02 0.03 -0.01 -0.63
C 0.522 0.378 -3.243 -0.02 0.01 -0.05 -0.08
N -0.165 0.445 -2.100 0.13 -0.08 -0.17 0.48
N -1.417 0.063 -2.410 -0.04 0.09 -0.01 1.00
C 1.976 0.722 -3.274 0.00 0.01 0.00 -1.62
H -2.786 -0.845 -5.333 0.00 0.01 0.00 0.40
H -3.653 -0.006 -4.038 0.01 0.00 0.00 0.29
H -3.125 -1.682 -3.814 0.02 0.02 0.00 0.25
H -0.056 -0.205 -5.318 0.00 0.00 0.01 0.56
H -2.095 0.022 -1.658 0.00 0.00 -0.03 -0.48
H 2.292 0.974 -4.285 -0.01 -0.01 0.00 0.42
H 2.587 -0.115 -2.927 0.01 0.00 0.00 0.27
H 2.187 1.573 -2.625 -0.01 -0.01 -0.01 0.24

---

(2)
23
Properties=species:S:1:pos:R:3:forces:R:3:mulliken_charge:R:1 method="wB97M-V/def2-TZVPD" lumo_ev=3.531 charge=-1 homo_energy_ev=-4.900 gap_ev=8.431 relative_energy_kcal_mol=51.3 largest_force_ha_per_bohr=0.1282 energy_ev=-22318.9598 spin_multiplicity=1
C 2.276 -0.372 -0.738 0.68 -3.37 -5.62 -1.63
C 0.469 -1.527 0.338 -2.92 1.49 -0.33 -1.54
C 0.073 -0.786 -1.983 2.28 3.53 -1.11 -1.66
C -1.479 1.238 0.034 4.24 -0.78 -1.79 -0.29
C 0.778 -0.307 -0.652 -1.41 -3.14 -1.61 1.49
N 0.446 1.064 -0.357 -3.31 -0.12 0.87 -0.78
O -2.229 2.414 2.261 -0.08 -0.72 -0.81 -0.54
O -0.234 0.947 2.458 1.14 -0.49 0.50 -0.76
O -2.555 -0.146 1.978 -0.14 -0.37 0.39 -0.76
P -1.563 0.944 1.820 -1.29 1.09 -1.03 0.94
H 2.599 -1.498 -0.781 -0.37 2.03 0.24 0.27
H 2.777 0.054 -1.695 -1.13 -0.23 1.38 0.28
H 2.698 0.071 0.044 1.85 1.78 3.46 0.51
H 1.014 -2.415 0.098 0.40 -0.37 -0.22 0.46
H -0.633 -1.768 0.309 0.91 0.12 -0.23 0.31
H 0.557 -1.244 1.355 0.74 0.28 1.18 0.41
H 0.553 -1.604 -2.438 0.50 -1.65 -0.06 0.44
H -0.987 -0.902 -1.996 -0.69 -0.12 0.44 0.41
H 0.349 0.026 -2.761 -0.76 -0.79 1.03 0.32
H -1.772 0.381 -0.566 -0.36 0.03 0.33 0.13
H -1.756 2.154 -0.503 0.24 -0.12 0.70 0.32
H -2.184 2.233 3.190 -0.24 0.65 1.38 0.27
H 0.803 1.043 0.587 -0.29 1.27 0.94 0.39

---

(3)
8
Properties=species:S:1:pos:R:3:forces:R:3:mulliken_charge:R:1 method="wB97M-V/def2-TZVPD" lumo_ev=0.855 homo_energy_ev=-10.189 gap_ev=11.044 relative_energy_kcal_mol=38.3 largest_force_ha_per_bohr=0.0740 energy_ev=-84702.3088 spin_multiplicity=1
C -0.829 -0.311 -0.365 1.71 2.30 0.92 -1.03
C 0.690 0.352 0.479 -3.43 -1.43 -0.82 -0.10
Cl 0.985 2.027 -0.103 -0.28 -0.85 0.71 -0.14
Br 2.082 -0.812 -0.004 1.09 -0.66 -0.65 -0.09
H -1.066 0.161 -1.341 0.93 -0.02 0.63 0.31
H -0.840 -1.354 -0.465 1.23 -1.60 -0.37 0.38
H -1.732 -0.233 0.195 -0.46 1.07 1.13 0.35
H 0.711 0.168 1.604 -0.78 1.20 -1.56 0.32

---

(4)
16
Properties=species:S:1:pos:R:3:forces:R:3:mulliken_charge:R:1 method="wB97M-V/def2-TZVPD" lumo_ev=1.099 homo_energy_ev=-9.907 gap_ev=11.006 relative_energy_kcal_mol=41.5 largest_force_ha_per_bohr=0.0169 energy_ev=-7392.9678 spin_multiplicity=1
C -1.352 -0.591 0.597 -0.21 0.33 -0.13 -1.41
C -0.757 0.324 -0.547 -0.26 -0.06 0.24 -0.03
C -0.163 1.586 0.006 0.02 0.12 0.21 -0.81
C 0.752 0.553 -0.588 0.00 -0.24 -0.03 0.05
C 1.521 -0.546 0.122 0.26 0.23 0.12 -0.69
O 0.919 -1.804 -0.156 0.28 -0.22 -0.28 -0.54
H -1.935 -1.465 0.258 0.16 0.50 -0.20 0.34
H -0.627 -1.030 1.309 -0.13 0.60 -0.62 0.38
H -2.003 0.053 1.195 -0.21 -0.20 -0.16 0.44
H -1.260 0.383 -1.519 -0.16 -0.14 0.61 0.36
H -0.267 2.526 -0.536 0.07 -0.28 0.10 0.29
H -0.276 1.679 1.082 0.24 0.05 -0.02 0.26
H 1.221 0.896 -1.513 -0.44 -0.37 0.03 0.33
H 2.540 -0.619 -0.262 0.08 0.29 0.17 0.34
H 1.567 -0.365 1.205 -0.05 -0.16 -0.13 0.28
H 0.119 -1.581 -0.653 0.36 -0.43 0.10 0.40

---

(5)
12
Properties=species:S:1:pos:R:3:forces:R:3:mulliken_spin:R:1 method="wB97M-V/def2-TZVPD" lumo_ev="0.729 / 0.698" homo_energy_ev="-7.261 / -11.744" gap_ev="7.990 / 12.442" relative_energy_kcal_mol=23.9 largest_force_ha_per_bohr=0.0764 energy_ev=-15760.4251 spin_multiplicity=2
Cl -0.480 0.736 -5.018 -0.71 0.57 -0.91 0.00
H 0.206 0.192 -4.137 0.71 -0.57 0.92 0.00
C -1.239 -0.117 0.641 -3.52 -1.63 0.63 0.82
C -0.018 0.551 0.926 1.63 -0.14 -0.14 0.03
C 1.013 -0.505 1.354 -0.01 0.71 -0.31 0.04
H -2.143 0.385 0.280 0.40 -0.13 0.24 0.02
H -1.114 -1.178 0.361 -0.39 0.66 0.15 0.02
H -0.017 0.672 -0.154 1.92 1.25 -0.89 0.07
H 0.090 1.526 1.435 -0.61 -0.57 -0.16 0.01
H 2.007 -0.047 1.368 -0.02 -0.41 0.23 0.00
H 0.713 -0.897 2.336 0.37 0.03 -0.23 -0.02
H 0.982 -1.317 0.606 0.24 0.24 0.48 0.00

---

(6)
106
Properties=species:S:1:pos:R:3:forces:R:3:mulliken_spin:R:1 method="wB97M-V/def2-TZVPD" lumo_ev="-3.709 / -3.793" charge=+1 homo_energy_ev="-9.024 / -9.546" gap_ev="5.316 / 5.753" relative_energy_kcal_mol=153.9 largest_force_ha_per_bohr=0.0319 energy_ev=-134195.1564 spin_multiplicity=3
W 0.499 0.111 1.283 0.75 1.25 -0.75 0.69
C 4.927 3.755 0.827 0.00 0.01 -0.01 0.00
S 3.536 4.246 1.866 0.02 -0.07 0.05 0.04
C 2.446 2.879 1.734 0.10 0.03 -0.04 0.11
S 2.933 1.367 0.984 -0.16 0.10 0.05 0.00
N 1.273 3.035 2.229 -0.17 0.01 0.03 -0.07
N 0.453 1.949 2.316 0.07 -0.03 0.02 0.11
C -0.731 2.226 2.903 -0.20 -0.07 0.14 0.37
C -1.730 1.235 2.887 0.02 0.11 0.01 0.07
C -2.965 1.351 3.546 -0.05 0.00 0.13 0.10
C -3.837 0.292 3.538 -0.01 0.02 -0.03 0.00
C -3.499 -0.886 2.857 -0.03 0.00 0.02 0.12
C -2.303 -0.935 2.183 -0.09 0.03 -0.12 -0.02
N -1.444 0.093 2.186 -0.08 -0.02 0.20 0.17
H 5.618 4.594 0.887 0.00 0.00 -0.03 0.00
H 4.626 3.610 -0.208 0.01 -0.01 0.01 0.00
H 5.430 2.870 1.209 0.00 0.01 0.00 0.00
H -0.871 3.195 3.363 -0.03 -0.01 0.00 -0.04
H -3.197 2.274 4.062 -0.01 -0.04 0.02 0.00
H -4.787 0.368 4.049 0.01 0.00 0.01 0.00
H -4.167 -1.734 2.824 0.00 0.01 -0.01 0.01
H -2.013 -1.791 1.589 0.02 -0.01 0.00 0.03
O 2.896 -0.292 -2.240 0.04 -0.01 -0.08 0.00
C 2.072 -0.897 -1.595 -0.15 0.04 0.03 0.02
O 1.632 1.130 0.028 0.35 0.11 -0.23 0.07
C 0.670 -0.968 -2.148 0.25 -0.06 -0.16 -0.05
C 0.675 -0.910 -3.637 0.08 0.05 0.10 0.00
C -1.637 -2.118 -4.414 0.12 -0.06 -0.11 0.00
C -2.970 -1.685 -3.915 -0.18 0.14 -0.14 0.00
C -2.634 -1.503 -2.490 -0.07 0.13 0.10 0.00
C -0.422 -0.844 -1.381 -0.03 0.01 0.32 0.06
O -0.425 -0.991 -0.037 -0.33 -0.17 -0.37 0.11
N -3.849 -1.848 -1.612 0.18 -0.07 -0.03 0.00
O -4.682 -2.575 -2.093 0.00 0.06 0.01 0.00
O -3.877 -1.404 -0.482 -0.11 0.02 0.02 0.00
N -1.892 -3.066 -5.613 -0.08 0.23 0.01 0.00
O -2.794 -3.861 -5.488 -0.01 -0.10 0.06 0.00
O -1.221 -2.923 -6.605 0.08 -0.05 -0.06 0.00
H 1.677 -1.062 -4.011 0.03 0.02 0.01 0.00
H -3.928 -1.701 -4.406 0.02 -0.03 0.01 0.00
S -1.087 -1.711 7.898 0.02 -0.09 0.03 0.00
C -1.600 -0.380 8.833 -0.01 0.00 0.02 0.00
C -1.448 0.796 8.166 0.04 -0.01 -0.09 0.00
C -0.907 0.608 6.866 -0.06 0.13 0.05 0.00
C -0.657 -0.704 6.574 0.07 -0.12 -0.16 0.00
C -0.119 -1.259 5.320 0.01 0.13 0.12 -0.02
C 0.414 -0.380 4.366 0.16 0.36 0.30 0.06
N 0.856 -0.775 3.190 -0.38 -0.49 -0.08 0.02
C 0.848 -2.104 2.901 0.32 -0.51 0.21 0.02
C 0.385 -3.080 3.798 -0.04 -0.01 0.12 0.00
C 0.483 -4.442 3.415 -0.01 0.05 0.01 0.04
C 1.064 -4.755 2.217 0.03 0.01 -0.09 -0.02
C 1.559 -3.765 1.328 -0.15 -0.46 -0.05 0.04
C 2.266 -4.055 0.097 -0.02 -0.21 0.20 -0.02
C 2.787 -3.090 -0.667 0.15 0.09 -0.18 0.02
C 2.603 -1.611 -0.321 -0.18 -0.10 -0.06 0.03
N 1.881 -1.387 0.933 -0.22 0.01 0.21 -0.02
C 1.433 -2.445 1.667 0.36 0.12 0.02 -0.04
C 3.599 -3.455 -1.845 -0.15 0.07 0.10 0.00
C 3.482 -4.609 -2.575 -0.08 -0.09 -0.13 0.00
C 4.477 -4.749 -3.573 -0.03 0.01 0.05 0.00
C 5.342 -3.697 -3.582 0.01 -0.06 -0.07 0.00
S 4.939 -2.533 -2.412 0.06 0.13 0.17 0.00
C -0.134 -2.607 5.012 -0.05 -0.11 0.07 0.01
H -1.981 -0.538 9.829 0.01 0.01 -0.02 0.00
H -1.710 1.757 8.583 0.00 -0.01 -0.01 0.00
H -0.728 1.422 6.175 -0.01 -0.01 0.04 0.00
H 0.481 0.682 4.562 -0.08 -0.03 -0.02 0.00
H 0.119 -5.212 4.081 0.00 0.01 -0.02 0.00
H 1.166 -5.796 1.931 0.00 0.02 -0.01 0.00
H 2.454 -5.093 -0.146 0.02 0.01 -0.01 0.00
H 3.600 -1.163 -0.229 0.07 0.01 0.03 0.00
H 2.691 -5.330 -2.420 0.01 0.03 0.02 0.00
H 4.541 -5.586 -4.253 0.00 0.01 0.01 0.00
H 6.186 -3.532 -4.234 -0.02 -0.01 0.01 0.00
H -0.541 -3.321 5.721 0.00 0.02 -0.03 0.00
O -0.884 1.487 0.060 -0.14 -0.29 0.03 -0.01
S -1.358 2.736 -0.639 -0.06 0.12 0.01 0.00
C 0.065 3.368 -1.530 0.08 -0.02 -0.06 -0.01
C -0.270 4.657 -2.230 0.00 -0.01 -0.05 0.00
C -0.050 4.761 -3.600 -0.04 0.02 -0.05 0.00
C -0.347 5.937 -4.275 0.00 -0.01 0.01 0.00
C -0.874 7.018 -3.584 -0.02 -0.01 0.03 0.00
C -1.094 6.923 -2.215 0.00 0.00 -0.04 0.00
C -0.793 5.750 -1.541 0.07 -0.04 0.03 0.00
C -2.351 2.078 -2.030 -0.01 -0.01 0.00 0.00
C -1.697 0.885 -2.666 0.00 0.03 0.03 0.00
C -1.006 1.056 -3.795 0.04 -0.04 -0.11 0.00
C -0.114 0.111 -4.479 -0.13 0.05 0.10 0.00
C -0.354 -1.373 -4.616 -0.03 -0.04 -0.10 0.00
C -2.203 -2.735 -3.194 0.13 -0.23 0.13 0.00
C -1.778 -0.404 -1.876 -0.15 -0.07 0.06 -0.01
H 0.382 2.588 -2.224 0.09 0.00 0.04 0.00
H 0.830 3.466 -0.758 -0.01 0.09 0.01 0.00
H 0.371 3.921 -4.141 0.01 0.03 0.02 0.00
H -0.162 6.010 -5.338 0.00 0.00 0.01 0.00
H -1.111 7.934 -4.109 0.01 0.00 0.01 0.00
H -1.496 7.768 -1.671 0.00 -0.01 0.00 0.00
H -0.949 5.691 -0.469 -0.01 -0.01 -0.02 0.00
H -2.483 2.918 -2.715 0.00 -0.02 0.00 0.00
H -3.311 1.843 -1.565 -0.02 -0.01 -0.05 0.00
H -1.037 2.045 -4.242 0.01 -0.02 0.01 0.00
H 0.423 0.553 -5.307 0.01 0.01 0.00 0.00
H 0.122 -1.753 -5.507 -0.02 -0.01 0.00 0.00
H -2.415 -3.768 -2.974 -0.04 0.03 0.00 0.00
H -2.287 -0.157 -0.950 -0.02 -0.02 -0.03 0.00